# F2O4S3

A structure of composition F2O4S3 (the ωB97M-V functional and the def2-TZVPD basis, the Open Molecules 2025 dataset).

Each line ends with the Mulliken charge.
CARTESIAN COORDINATES (ANGSTROEM)
1 S 0.0038 -1.3262 -0.1223  0.846
2 S -0.0397 1.4928 -0.1051  1.261
3 S -0.9551 -3.7103 0.6597  -0.003
4 F 0.0160 2.2954 -1.5178  -0.217
5 F -0.0959 -0.6869 1.3986  -0.220
6 O -0.5181 0.2359 -0.8306  -0.349
7 O 1.2998 -1.5401 -0.5852  -0.309
8 O 1.3069 1.3498 0.2722  -0.513
9 O -1.0178 1.8895 0.8307  -0.495

Computed properties:
Maximum force: 0.0576 Eh/bohr
Highest occupied orbital energy (spin up / spin down): -10.932 / -10.935 eV
Lowest unoccupied orbital energy (spin up / spin down): -3.71 / -3.72 eV
Total energy: -1695.09302 Ha
Energy above the lowest of the compared OMol25 structures with the same formula, charge and spin: 227.75 kJ/mol
Total charge: 0